Entry 1:
Formula: C57H34Cl4N5Sn
Source: the Open Molecules 2025 dataset
Level of theory: ωB97M-V/def2-TZVPD

Structure (XYZ):
```
101
C57H34Cl4N5Sn | the Open Molecules 2025 dataset | ωB97M-V/def2-TZVPD
C 5.102 -2.523 5.319
H -0.728 -5.948 -1.408
H 0.796 6.910 2.085
C -1.220 -6.305 -0.512
H 3.803 0.797 3.870
C 2.071 1.978 3.219
C -0.359 5.344 -1.979
H -2.673 3.708 1.589
N 1.083 0.288 2.035
C -0.131 4.003 -1.715
H 1.678 -1.473 -6.345
H 0.171 0.474 -6.550
C 1.550 -0.798 -5.508
H -6.271 0.188 -4.341
H 5.065 -1.535 1.587
C 0.824 3.301 -2.443
H 0.207 7.045 -3.156
C -0.218 3.741 2.759
H -3.995 2.500 -0.398
C 1.008 1.832 -2.185
C 1.792 -2.570 2.236
C 2.240 -0.172 2.605
C -2.344 0.997 -0.256
H 7.210 -2.084 2.702
N -1.281 0.873 0.564
N -1.561 -1.787 -0.226
H -1.483 -8.296 -1.276
H 1.955 5.809 -4.408
C 1.986 -3.955 2.585
C 0.951 1.591 2.411
C -0.179 2.377 2.162
H 0.857 4.625 1.128
Cl 7.781 -2.824 5.379
H -5.189 -0.753 -2.358
C -1.643 -3.138 -0.297
C -2.016 -5.936 1.721
H -2.167 -5.272 2.564
H 5.120 -2.800 6.363
C 0.341 6.082 2.611
Sn 0.380 -0.553 0.106
C -4.716 0.073 -2.871
C -2.986 -2.371 -1.930
C -2.405 2.796 1.082
C 0.118 -3.680 1.364
C 2.879 0.891 3.323
C -4.803 1.722 -4.611
C 6.281 -2.116 3.255
C 1.580 3.960 -3.410
C 3.886 -1.858 3.347
H -1.118 5.873 -1.416
C -0.957 -4.029 0.549
C 0.707 0.297 -5.627
C 1.217 0.938 -3.365
C -3.530 0.621 -2.379
C 0.385 5.997 -2.950
C -2.564 -3.514 -1.338
H 2.975 -2.263 5.244
N 0.648 -2.428 1.506
H -1.329 5.429 5.485
C 0.545 1.171 -4.564
H -0.117 2.020 -4.664
H 0.734 -5.691 2.142
C 3.905 -2.223 4.690
C -3.023 1.763 -3.015
H -2.843 -4.520 -1.599
C 2.606 -1.518 2.666
C 5.081 -1.810 2.635
C -3.644 2.306 -4.122
H 2.593 -0.329 -2.322
C -3.075 2.187 0.068
Cl -0.292 7.885 4.514
C -5.348 0.616 -3.975
C -0.272 6.295 3.837
H -2.111 2.213 -2.642
Cl -5.577 2.387 -5.999
H -2.941 -7.617 2.682
C -2.249 -8.092 0.710
Cl -2.765 -9.736 0.801
C 2.057 -0.166 -3.248
C 0.935 -4.635 2.075
H 2.818 -4.340 3.151
C -0.834 3.973 3.983
C -1.635 -7.625 -0.442
C 1.361 5.306 -3.656
C -2.738 0.068 -1.263
C -2.409 -1.282 -1.190
C -1.397 -5.448 0.570
C 0.369 4.804 2.078
H -0.702 3.488 -0.954
H -3.233 3.185 -4.602
H 2.205 2.952 3.659
H -1.295 3.148 4.513
C -1.245 1.997 1.351
H -3.639 -2.290 -2.781
C -0.861 5.247 4.528
N 0.959 1.422 -0.998
C 2.229 -1.027 -4.320
C -2.450 -7.248 1.792
H 2.340 3.424 -3.962
H 2.892 -1.877 -4.225
C 6.285 -2.464 4.597
```

As for the HOMO-LUMO gap (alpha / beta): 0.205 / 0.178 hartree. The LUMO energy (alpha / beta) is -4.174 / -5.057 eV. As for the net charge: +1. The value obtained for the HOMO energy (alpha / beta) is -9.76 / -9.89 eV.

=====

Entry 2:
Formula: C46H67B2F32NO9Si
Source: the Open Molecules 2025 dataset
Level of theory: ωB97M-V/def2-TZVPD

Structure (XYZ):
```
158
C46H67B2F32NO9Si | the Open Molecules 2025 dataset | ωB97M-V/def2-TZVPD
H 4.808 -1.928 -4.495
C 9.198 -5.135 2.447
F 11.476 6.040 -1.267
H -5.930 3.944 0.281
C 12.426 5.378 -0.533
H -2.271 -4.099 -0.313
C 5.233 -4.605 1.948
F -15.517 -2.114 -0.575
C 5.716 -3.666 3.046
H 4.936 4.677 -2.893
H 6.244 -0.949 -0.311
F -16.215 -5.909 -3.026
C 15.322 4.444 1.787
H -8.865 -1.594 -0.369
F -17.535 -4.973 -1.162
C -3.537 4.233 -1.650
H 7.333 -2.845 -1.598
H -4.727 2.290 -1.638
H -5.922 0.766 -2.641
F -4.097 -1.548 1.250
H 11.667 6.686 0.961
F 4.646 -2.929 3.481
F 4.723 -3.898 0.904
H -10.674 2.932 -0.748
F -15.992 -6.464 -0.197
F -16.223 -8.024 -2.506
H 15.995 5.261 2.063
H -1.331 0.306 0.986
H -13.695 -0.908 -0.360
B 6.218 2.763 -0.618
C -14.975 -6.563 -1.086
H -3.699 5.345 -1.253
C -4.976 3.417 -1.831
O 6.457 0.738 1.694
H -3.968 -4.348 2.851
F -1.635 -0.833 2.587
H -3.076 4.338 -2.736
C -12.616 -0.447 -0.405
O -14.189 -5.374 -1.038
H 4.067 2.734 -3.143
H 6.058 -3.741 5.142
H -13.286 1.911 -0.601
H 0.434 2.055 0.130
H 6.667 -1.660 -4.342
H -0.912 2.253 -1.964
F -14.169 -7.556 -0.622
H 5.607 -3.597 -1.082
C 6.314 -4.365 4.277
C -0.958 3.273 -1.367
H -17.462 -3.635 0.312
C -6.186 3.998 -0.883
C -3.031 -3.803 2.998
C 12.347 3.897 -0.879
C -17.211 -3.728 -0.749
F -3.322 -2.507 3.254
F 9.047 -6.236 4.539
H 2.018 4.596 0.159
H 2.907 0.217 3.694
F 13.059 3.668 2.074
F 15.820 3.286 2.298
C 8.305 -5.561 3.619
H -3.756 -3.561 0.400
O 7.741 -4.453 4.316
C -12.371 1.175 -0.539
F 6.613 -2.763 2.567
F -1.847 -5.300 1.635
C 3.288 3.420 -2.604
C -15.745 -3.397 -1.002
F -0.893 -3.384 2.030
C -2.668 -3.442 0.471
C -14.743 -4.303 -0.270
C -15.452 -6.903 -2.504
H 6.209 2.433 -2.668
H 6.233 -3.739 -2.864
H -2.847 2.284 -0.512
F 9.693 -6.216 1.789
H 5.410 -0.154 -4.170
C 3.885 0.128 3.033
O 6.828 2.813 -1.961
C -11.333 -1.497 -0.317
B 5.144 1.322 1.308
H 3.777 -0.110 -0.647
H -5.280 3.495 -2.982
H -2.412 3.905 0.364
O 6.780 3.544 0.540
C 0.180 3.160 -0.166
F 7.316 -6.408 3.248
C 13.899 4.706 2.297
C 4.831 1.895 -0.242
H -15.117 -4.644 0.703
H 4.296 -1.794 -2.075
H -7.694 0.322 -3.178
F -18.019 -2.877 -1.437
F -2.447 -4.289 4.126
H 8.462 2.178 0.479
C -2.103 -3.964 1.802
H 8.588 3.664 1.721
F 13.920 4.886 3.645
H -13.879 -3.673 -0.023
H -0.257 3.688 0.796
H -6.288 5.149 -1.125
F 8.507 -4.408 1.532
C 12.168 5.710 0.945
O -2.243 -2.133 0.080
F 15.353 4.315 0.436
H -8.409 3.778 -0.350
F 13.618 5.913 -0.908
C -2.997 -1.055 0.632
O 13.330 5.898 1.758
C -9.532 0.758 -0.593
H 5.836 -5.329 4.487
H -5.679 1.729 0.755
C 8.232 3.317 0.649
O 4.016 1.395 2.294
F -15.458 -3.397 -2.331
C 5.939 -0.411 -1.304
H 2.340 3.638 -3.280
H -14.604 -7.066 -3.175
H -0.747 4.136 -2.137
H -6.070 -0.113 0.605
H 6.364 -0.273 1.805
H 11.355 3.489 -0.663
O 3.711 2.806 -0.081
H 2.126 1.797 -1.297
H 4.779 0.001 3.812
H 4.443 -5.270 2.312
F -3.455 -0.343 -0.433
F 6.232 -5.361 1.440
H -11.470 -2.679 -0.226
H 3.747 -0.820 2.359
H 8.769 4.002 -0.140
H -8.034 3.555 -2.227
H 10.039 -4.527 2.795
C -2.159 -0.147 1.540
C 2.738 2.814 -1.161
C -10.845 1.772 -0.638
C -9.802 -0.878 -0.418
F -2.916 0.850 2.071
H 1.315 4.652 -1.588
N 3.980 4.785 -2.440
F 12.591 3.701 -2.203
C 5.446 -1.642 -2.326
C -6.953 0.356 -2.270
F 13.269 3.163 -0.215
H 6.839 0.103 -1.874
C 6.222 -3.052 -1.916
H -6.849 -0.749 -1.875
C -2.463 3.397 -0.697
C -6.580 0.946 0.755
C 4.609 0.572 -1.161
C 1.557 3.906 -0.689
Si -7.682 1.384 -0.763
C 5.621 -1.276 -3.914
C -7.653 3.304 -1.140
H 4.196 4.981 -1.439
H -7.160 1.028 1.773
H 4.240 0.754 -2.256
H 11.446 5.027 1.410
```

As for the HOMO-LUMO gap: 0.316 hartree. The LUMO energy is 0.129 eV. The SMILES is COB(O)C(CCC(C)C)(O[C@H](CN)CCCCCCCC[Si](C)(C)c1ccccc1)B(O)OC.FC(F)C(F)(F)COC(F)(F)C(F)F.FC(F)C(F)(F)COC(F)(F)C(F)F.FC(F)C(F)(F)COC(F)(F)C(F)F.FC(F)C(F)(F)COC(F)(F)C(F)F. The value obtained for the HOMO energy is -8.48 eV.

=====

Entry 3:
Formula: C23H28N8Sn
Source: the Open Molecules 2025 dataset
Level of theory: ωB97M-V/def2-TZVPD

Structure (XYZ):
```
60
C23H28N8Sn | the Open Molecules 2025 dataset | ωB97M-V/def2-TZVPD
H -2.109 -1.393 4.915
N 1.572 0.605 -2.268
C -1.150 0.067 3.673
N -2.481 -0.145 0.641
H 1.622 -2.592 3.184
C 6.026 -0.835 3.214
H 0.038 1.311 2.376
C 0.921 -0.627 2.661
N -0.869 -1.944 -2.354
H -0.010 2.506 -3.629
H -2.437 2.726 -3.180
H -0.750 -1.304 -4.341
C 2.063 -0.360 1.726
H 7.033 -0.948 3.593
H 1.009 -0.318 -4.057
H -2.598 0.320 -4.224
C 3.450 -0.537 2.245
H 4.225 -1.283 0.382
H 2.061 1.452 -1.989
C -4.933 -0.785 0.210
N -5.451 -3.282 -0.073
C 5.739 -1.177 1.899
H -1.512 2.443 0.448
Sn -0.137 0.151 -0.639
C -1.258 3.178 -1.455
H -0.224 -2.687 -2.605
C 4.455 -1.014 1.405
H -0.409 3.603 -1.986
C -0.269 -2.134 4.099
N 1.887 0.007 0.523
C -5.877 0.252 0.047
H -0.350 -3.097 4.585
C -1.504 -1.382 -3.563
C -0.070 0.337 2.843
H -1.573 -2.385 -1.768
N -1.220 1.025 -2.763
H 5.247 -0.085 5.072
H -0.616 1.329 -4.779
C 1.108 0.692 -3.673
H 6.514 -1.571 1.255
H -2.874 1.810 -1.741
C -3.586 -0.434 0.447
H 2.252 -0.141 -2.165
C -2.027 2.190 -2.317
H -1.896 0.833 3.852
C -0.215 1.447 -3.767
C 3.734 -0.203 3.568
C -2.137 -0.024 -3.292
H -1.935 3.999 -1.219
H -2.942 -0.149 -2.562
H -2.286 -2.035 -3.950
N -0.757 2.516 -0.230
H 1.835 1.205 -4.302
H -0.035 3.078 0.213
C 0.834 -1.857 3.305
N -6.590 1.148 -0.114
C -5.259 -2.152 0.078
H 2.955 0.175 4.220
C 5.026 -0.349 4.046
C -1.259 -1.175 4.282
```

As for the HOMO-LUMO gap (alpha / beta): 0.250 / 0.179 hartree. The LUMO energy (alpha / beta) is -7.287 / -8.995 eV. As for the net charge: +2. The value obtained for the HOMO energy (alpha / beta) is -14.09 / -13.87 eV.

=====

Entry 4:
Formula: C18H23NO3
Source: the Open Molecules 2025 dataset
Level of theory: ωB97M-V/def2-TZVPD

Structure (XYZ):
```
45
C18H23NO3 | the Open Molecules 2025 dataset | ωB97M-V/def2-TZVPD
C -1.387 -0.718 1.330
H 0.786 -4.409 0.911
H 3.098 3.159 -0.892
H -0.535 5.211 0.446
H 0.011 -2.378 -2.229
H -3.692 1.740 1.115
H -4.589 0.196 -0.587
C -3.685 -0.055 -0.051
H 2.062 -3.771 -0.131
C -3.025 -1.238 -0.330
C 0.607 -1.987 -1.387
C -2.036 0.472 1.600
C 1.027 1.603 -0.215
C -0.922 1.474 -1.614
H -0.497 -0.988 1.876
C -0.678 0.143 -1.857
C 0.384 -0.507 -1.248
O 2.393 -0.365 0.036
C -1.140 -2.862 0.049
H -1.647 1.136 2.358
H 2.131 0.279 1.999
C 3.186 2.527 0.000
H -3.418 -1.905 -1.086
C 2.399 -0.614 1.429
H 1.710 -1.430 1.667
C 0.991 -3.950 -0.056
C 0.111 4.336 0.370
H -1.271 -3.531 0.908
C -3.186 0.810 0.906
H 3.418 -0.912 1.677
H 0.696 -4.659 -0.846
H -1.763 1.978 -2.063
H 0.178 3.842 1.341
O 1.918 2.307 0.589
H 3.779 3.041 0.755
H -1.337 -0.409 -2.510
N 0.292 -2.684 -0.142
H -1.604 -3.352 -0.827
H 1.665 -2.159 -1.601
C -0.101 2.220 -0.769
H 3.671 1.588 -0.275
C 1.253 0.240 -0.456
C -1.861 -1.575 0.346
O -0.502 3.507 -0.593
H 1.109 4.653 0.058
```

As for the HOMO-LUMO gap: 0.321 hartree. The LUMO energy is 0.868 eV. The SMILES is COc1ccc(CN(C)Cc2ccccc2)c(OC)c1OC. The value obtained for the HOMO energy is -7.87 eV.

=====

Entry 5:
Formula: C37H32N2OPSTc
Source: the Open Molecules 2025 dataset
Level of theory: ωB97M-V/def2-TZVPD

Structure (XYZ):
```
75
C37H32N2OPSTc | the Open Molecules 2025 dataset | ωB97M-V/def2-TZVPD
C 1.409 -1.315 2.436
H -1.231 -2.096 -2.342
H -1.285 1.941 2.439
C 0.587 1.668 -1.671
H -0.329 1.108 -4.894
H -1.967 -1.280 2.783
H -1.280 -4.477 0.582
H -0.357 2.643 4.609
C -0.555 -1.568 4.362
C 1.465 2.106 -4.272
C -1.797 1.998 -0.121
C 0.267 1.438 -4.056
C -3.014 1.297 -0.246
C 1.781 2.347 -1.894
C -0.920 -1.354 3.039
C -1.802 3.390 -0.078
H 1.727 -1.089 -2.646
H 2.685 1.819 0.806
C -3.153 -0.153 -0.293
C 5.124 -0.969 -2.415
H 5.997 -0.932 -3.047
C 1.774 -1.506 3.767
C -2.321 -3.454 -1.032
C 0.630 1.887 1.457
H 3.754 -0.954 -4.063
C 3.850 -0.995 -2.988
H 2.082 3.013 4.851
C 2.212 2.561 -3.196
H -0.257 -3.322 -0.323
C 2.345 -1.222 1.356
N 1.847 -1.186 0.113
S 4.054 -1.166 1.485
C 2.516 2.471 2.830
C 0.787 -1.641 4.727
H 1.810 2.281 -5.279
C 5.290 -0.997 -1.038
H 6.267 -0.946 -0.585
H -5.150 1.526 -0.381
C 1.668 2.692 3.905
H -4.686 -2.375 -1.451
P -0.143 1.238 -0.053
C -4.193 3.425 -0.237
C 4.152 -1.085 -0.253
H 1.059 -1.810 5.757
C -2.988 4.110 -0.134
H -2.889 -2.448 -2.883
H -2.894 -2.763 0.934
C -1.076 -4.073 -0.408
H -3.063 -4.251 -1.138
C -2.007 -2.876 -2.410
H -0.704 -4.885 -1.030
C 0.047 -1.242 2.052
H 2.360 2.743 -1.074
C -4.207 2.044 -0.300
O -4.370 -0.590 -0.492
C 2.714 -1.069 -2.203
H -1.636 -3.658 -3.067
C 2.858 -1.120 -0.815
C -4.385 -2.010 -0.464
C -0.220 2.088 2.551
H 3.579 2.637 2.933
H -5.138 -2.325 0.262
H -2.968 5.189 -0.090
Tc -0.217 -1.132 -0.020
C -2.939 -2.391 -0.098
H 3.131 3.099 -3.365
H -1.114 0.710 -2.589
H -0.854 3.904 0.013
H -1.319 -1.686 5.118
C 2.006 2.034 1.617
H 2.818 -1.570 4.028
N -2.237 -1.090 -0.118
C -0.166 1.210 -2.764
H -5.125 3.969 -0.262
C 0.301 2.486 3.768
```

As for the HOMO-LUMO gap (alpha / beta): 0.239 / 0.205 hartree. The LUMO energy (alpha / beta) is -10.206 / -11.192 eV. As for the net charge: +3. The value obtained for the HOMO energy (alpha / beta) is -16.70 / -16.78 eV. As for the expectation value of S²: 3.809. The spin multiplicity is 4.

=====

| no. | E_tot (eV) |
| --- | --- |
| 1 | -123027.408 |
| 2 | -164882.722 |
| 3 | -42040.454 |
| 4 | -26670.113 |
| 5 | -66213.732 |